(1)
C30H60N6O8P2 | ωB97M-V with the def2-TZVPD basis set

Results
LUMO energy (Ha): 0.0167
Structure (SMILES): COP(=O)(OC)OC.COP(=O)(OC)OC.CCCC#N.CCCC#N.CCCC#N.CCCC#N.CCCC#N.CCCC#N
E_HOMO (eV): -10.06
Gap between HOMO and LUMO (eV): 10.511
Molar mass (u): 694.8

Last column: Löwdin charge in e.
Positions of all 106 atoms, in Å:
1 C -4.809 -16.898 16.724  -0.0637
2 O -3.396 -16.636 17.040  -0.2458
3 P -2.424 -17.589 17.874  0.3103
4 O -2.803 -17.898 19.251  -0.2407
5 O -2.381 -18.835 16.903  -0.2430
6 C -1.934 -20.074 17.540  -0.0733
7 O -1.018 -16.917 17.969  -0.1831
8 C -0.230 -16.457 16.854  -0.0693
9 H -5.250 -17.661 17.422  0.1073
10 H -4.651 -17.344 15.766  0.0268
11 H -5.342 -15.936 16.729  0.0697
12 H -2.369 -20.852 17.027  -0.0072
13 H -2.265 -20.115 18.631  0.1106
14 H -0.819 -20.042 17.469  0.0888
15 H -0.771 -16.313 15.937  0.0645
16 H 0.545 -17.137 16.639  0.0583
17 H 0.211 -15.500 17.142  0.0920
18 C -5.883 -22.221 18.011  -0.0478
19 O -5.170 -23.377 18.520  -0.1979
20 P -3.890 -23.836 17.763  0.3102
21 O -3.137 -22.707 17.241  -0.2200
22 O -3.081 -24.727 18.813  -0.2182
23 C -2.206 -24.075 19.791  -0.0413
24 O -4.256 -25.027 16.836  -0.1882
25 C -4.759 -24.674 15.595  -0.1201
26 H -5.084 -21.567 17.644  0.0697
27 H -6.523 -21.802 18.781  0.0933
28 H -6.493 -22.677 17.197  0.0910
29 H -2.027 -24.786 20.581  0.0825
30 H -2.874 -23.379 20.254  0.0808
31 H -1.296 -23.776 19.290  0.0849
32 H -5.333 -25.527 15.186  0.1030
33 H -3.892 -24.314 14.931  0.1077
34 H -5.450 -23.758 15.696  0.0912
35 C -0.141 -23.820 15.378  -0.1146
36 C 0.597 -22.735 16.153  -0.2256
37 C 2.005 -22.540 15.484  -0.1905
38 C 1.987 -22.609 14.053  -0.2782
39 N 1.853 -22.595 12.924  0.1691
40 H 0.485 -24.681 15.471  0.0709
41 H -0.300 -23.486 14.328  0.0802
42 H -1.023 -24.149 15.880  0.0462
43 H 0.813 -23.077 17.200  0.1184
44 H 0.025 -21.785 16.122  0.0589
45 H 2.833 -23.142 15.915  0.1274
46 H 2.358 -21.513 15.671  0.1067
47 C -7.941 -18.764 14.225  -0.1132
48 C -8.204 -18.145 12.884  -0.2624
49 C -7.108 -17.123 12.551  -0.1875
50 C -6.699 -16.262 13.606  -0.2293
51 N -6.347 -15.613 14.504  0.1795
52 H -7.766 -18.176 15.086  0.0517
53 H -7.189 -19.532 14.091  0.0608
54 H -8.907 -19.357 14.437  0.1061
55 H -9.221 -17.693 12.802  0.1213
56 H -8.273 -18.888 12.086  0.0625
57 H -7.533 -16.429 11.799  0.1324
58 H -6.146 -17.643 12.247  0.1336
59 C 2.800 -19.033 12.788  -0.0876
60 C 1.506 -18.534 12.125  -0.2183
61 C 0.189 -19.258 12.426  -0.1647
62 C 0.190 -19.623 13.842  -0.2086
63 N 0.353 -19.649 14.984  0.2055
64 H 2.704 -19.114 13.841  0.0463
65 H 3.608 -18.410 12.592  0.0533
66 H 2.997 -20.010 12.469  0.0443
67 H 1.680 -18.550 11.069  0.0968
68 H 1.273 -17.462 12.400  0.1284
69 H 0.147 -20.152 11.803  0.1195
70 H -0.662 -18.686 12.234  0.0663
71 C -2.157 -12.429 15.552  -0.0790
72 C -3.571 -13.047 15.260  -0.2579
73 C -3.669 -13.376 13.819  -0.2024
74 C -2.731 -14.523 13.500  -0.2087
75 N -2.119 -15.478 13.297  0.1367
76 H -1.345 -13.124 15.177  0.0893
77 H -2.172 -12.231 16.603  0.0587
78 H -2.067 -11.504 15.025  0.0569
79 H -4.424 -12.335 15.454  0.1329
80 H -3.699 -13.928 15.846  0.0831
81 H -3.518 -12.560 13.207  0.0880
82 H -4.642 -13.863 13.593  0.0965
83 C -4.119 -22.556 10.736  -0.1271
84 C -4.942 -22.251 9.496  -0.2299
85 C -5.228 -20.713 9.363  -0.1978
86 C -6.482 -20.308 9.903  -0.2357
87 N -7.550 -20.232 10.270  0.1641
88 H -4.591 -22.245 11.653  0.0519
89 H -3.098 -22.072 10.787  0.0885
90 H -3.972 -23.608 10.857  0.0589
91 H -5.904 -22.788 9.515  0.1123
92 H -4.388 -22.569 8.593  0.1102
93 H -5.177 -20.489 8.283  0.1216
94 H -4.336 -20.193 9.783  0.0825
95 C -2.605 -21.503 14.169  -0.1099
96 C -3.869 -20.824 14.636  -0.1893
97 C -3.809 -19.271 14.169  -0.1338
98 C -3.459 -19.163 12.740  -0.2139
99 N -3.221 -19.117 11.619  0.1718
100 H -2.632 -21.825 13.143  0.0566
101 H -2.501 -22.472 14.649  0.0355
102 H -1.622 -21.061 14.450  0.0602
103 H -4.117 -20.831 15.729  0.0836
104 H -4.796 -21.314 14.225  0.1089
105 H -3.069 -18.813 14.745  0.0638
106 H -4.695 -18.632 14.305  0.0847

***

(2)
C30H60O30 | ωB97M-V with the def2-TZVPD basis set

Results
LUMO energy (Ha): 0.0110
Structure (SMILES): COC(=O)OC.COC(=O)OC.COC(=O)OC.COC(=O)OC.COC(=O)OC.COC(=O)OC.COC(=O)OC.COC(=O)OC.COC(=O)OC.COC(=O)OC
E_HOMO (eV): -10.35
Gap between HOMO and LUMO (eV): 10.647
Molar mass (u): 900.8

Last column: Löwdin charge in e.
Positions of all 120 atoms, in Å:
1 C 3.740 12.008 38.879  0.0180
2 O 3.110 12.336 40.229  -0.0449
3 C 1.777 12.239 40.546  -0.7429
4 O 0.899 11.933 39.843  0.1467
5 O 1.566 12.557 41.716  0.0635
6 C 0.154 12.826 42.226  0.0749
7 H 4.653 12.399 38.989  0.0082
8 H 3.198 12.747 38.198  0.1111
9 H 3.721 10.875 38.452  0.1460
10 H -0.380 13.746 42.140  0.0959
11 H 0.021 12.407 43.181  0.0794
12 H -0.393 12.200 41.642  0.0462
13 C 11.150 10.158 45.089  -0.0567
14 O 12.148 9.355 45.695  -0.0127
15 C 12.636 8.286 44.969  -0.4414
16 O 12.124 8.061 43.866  0.0777
17 O 13.703 7.611 45.533  0.0071
18 C 14.353 6.610 44.809  -0.0568
19 H 11.430 10.707 44.151  0.1231
20 H 10.917 10.904 45.895  0.0948
21 H 10.144 9.677 45.119  0.1010
22 H 15.135 6.510 45.446  0.0662
23 H 14.817 7.016 43.897  0.1038
24 H 13.882 5.754 44.356  0.0848
25 C 11.159 18.653 42.322  -0.0784
26 O 10.516 17.740 41.451  -0.0499
27 C 10.318 16.423 41.885  -0.5186
28 O 10.745 16.006 42.929  0.1325
29 O 9.664 15.692 40.956  0.0064
30 C 9.149 14.460 41.312  -0.0852
31 H 10.672 18.752 43.378  0.1212
32 H 10.823 19.653 41.755  0.1406
33 H 12.156 18.504 42.488  0.0459
34 H 9.782 13.641 40.776  0.1244
35 H 8.145 14.223 40.918  0.0902
36 H 9.228 14.111 42.319  0.0834
37 C 4.405 8.065 42.909  -0.0073
38 O 3.919 9.430 43.084  -0.0329
39 C 3.739 9.991 44.353  -0.3943
40 O 3.645 9.202 45.398  0.0074
41 O 3.566 11.348 44.480  -0.0354
42 C 3.354 11.955 45.753  -0.0189
43 H 4.419 7.369 43.819  0.1199
44 H 5.327 8.011 42.543  0.0247
45 H 3.627 7.597 42.322  0.0969
46 H 3.260 13.018 45.519  0.1211
47 H 4.006 11.622 46.381  -0.0019
48 H 2.518 11.349 46.224  0.1283
49 C 8.712 11.749 38.164  0.0336
50 O 9.740 12.339 37.285  0.0219
51 C 9.709 13.637 37.122  -0.5792
52 O 8.798 14.392 37.329  0.1213
53 O 11.016 14.088 36.807  -0.0579
54 C 11.150 15.498 37.004  -0.0685
55 H 9.233 10.783 38.560  0.1375
56 H 7.971 11.423 37.660  0.0144
57 H 8.359 12.438 38.899  0.0720
58 H 10.937 15.776 38.078  0.1003
59 H 10.426 15.943 36.319  0.0912
60 H 12.257 15.692 36.884  0.1091
61 C 6.365 12.064 42.027  -0.0189
62 O 7.658 11.807 41.471  -0.0176
63 C 8.353 10.791 42.077  -0.4318
64 O 7.893 10.235 43.144  0.0365
65 O 9.505 10.344 41.542  0.0024
66 C 10.134 9.173 41.965  -0.0772
67 H 6.424 12.679 42.780  0.0468
68 H 5.670 11.200 42.157  0.1144
69 H 5.755 12.636 41.392  0.0736
70 H 10.116 8.819 43.035  0.0845
71 H 11.181 9.341 41.837  0.0573
72 H 9.920 8.317 41.281  0.0976
73 C 8.514 7.099 39.028  0.0116
74 O 9.382 7.694 37.999  -0.0151
75 C 10.098 6.975 37.085  -0.6763
76 O 9.986 5.804 37.011  0.1425
77 O 10.989 7.585 36.440  0.0639
78 C 11.665 7.044 35.309  0.0632
79 H 7.668 6.652 38.474  0.1183
80 H 8.040 7.723 39.549  -0.0029
81 H 9.043 6.438 39.664  0.0894
82 H 11.904 6.078 35.598  0.1053
83 H 12.464 7.520 35.328  0.0334
84 H 11.234 7.296 34.510  0.0512
85 C 6.703 10.861 46.312  -0.0150
86 O 7.697 11.143 47.218  0.0944
87 C 8.485 12.034 46.946  -0.5658
88 O 8.407 12.800 45.944  0.0722
89 O 9.526 12.202 47.887  -0.0212
90 C 10.281 13.304 47.914  -0.1756
91 H 6.067 11.596 46.029  0.0613
92 H 6.169 10.042 46.914  0.1328
93 H 7.025 10.238 45.578  0.0594
94 H 10.952 13.745 47.123  0.1039
95 H 11.050 13.351 48.758  0.1078
96 H 9.653 14.212 48.178  0.1060
97 C 12.600 3.511 42.472  -0.0198
98 O 12.026 4.822 42.081  -0.0271
99 C 12.720 5.790 41.400  -0.5360
100 O 13.997 5.779 41.442  0.0232
101 O 12.114 6.655 40.649  -0.0325
102 C 12.774 7.708 39.968  -0.0331
103 H 11.926 2.728 42.033  0.1065
104 H 12.801 3.461 43.520  0.0732
105 H 13.551 3.159 42.072  0.0856
106 H 13.700 7.239 39.551  0.1011
107 H 13.056 8.676 40.841  0.1811
108 H 12.065 8.201 39.275  0.0821
109 C 6.449 6.775 47.877  -0.0271
110 O 6.209 6.352 46.524  -0.0761
111 C 7.172 6.664 45.564  -0.5144
112 O 8.230 7.304 45.859  0.0534
113 O 6.802 6.293 44.364  0.0461
114 C 7.746 6.667 43.278  0.0467
115 H 5.361 6.550 48.195  0.1328
116 H 6.625 7.863 47.685  0.0870
117 H 7.274 6.211 48.279  0.0888
118 H 7.340 6.157 42.429  0.1096
119 H 8.776 6.480 43.232  0.1026
120 H 7.609 7.489 43.117  -0.0753